# 1
Formula: C22H22N5O6S
Source: OMol25
Level of theory: ωB97M-V/def2-TZVPD

Geometry as XYZ:
```
56
Properties=species:S:1:pos:R:3:forces:R:3
S 7.594 1.606 0.176 -0.4 0.1 -0.2
O -2.179 2.279 2.938 -0.7 -2.4 0.1
O 2.093 1.885 2.877 1.5 -2.6 -1.7
O 4.006 0.856 2.561 -3.5 -0.4 -1.2
O 3.015 3.532 0.580 0.5 -0.2 0.0
O -3.667 0.709 3.321 1.7 0.4 -0.5
O 3.710 -0.669 -1.511 0.5 0.9 0.2
N -2.513 1.074 3.031 -1.2 2.4 0.5
N 5.372 0.883 -1.190 1.4 -0.2 1.0
N 5.073 2.563 0.391 1.0 0.5 0.0
N 2.759 0.953 2.332 1.9 1.6 2.3
N -1.219 -2.307 -3.578 -1.2 -0.5 -0.9
C 5.578 3.585 1.328 0.2 -0.1 -0.1
C 0.798 -0.530 2.144 -1.7 0.3 0.0
C 1.176 -1.302 -0.951 -0.8 -0.3 -0.4
C -0.625 -2.717 -4.840 -0.2 0.4 0.8
C -1.500 0.081 2.824 2.6 -1.2 -0.1
C 1.024 0.086 -0.972 -0.6 -0.1 0.3
C -0.473 -1.526 -2.684 0.0 0.6 0.3
C 0.452 -1.890 2.457 1.1 0.7 -1.2
C -0.167 0.447 2.432 -1.9 -0.6 0.0
C 5.954 1.697 -0.209 -1.1 0.0 -0.5
C 2.016 -0.008 1.397 0.8 -0.4 0.2
C -0.610 -0.121 -2.750 0.7 -0.6 1.2
C 4.011 0.464 -1.091 -1.0 0.1 0.3
C -2.265 -3.209 -3.107 0.5 0.5 0.0
C 3.106 1.421 -0.496 2.7 0.0 -0.2
C 1.836 0.949 -0.043 -1.6 -1.9 2.8
C 3.680 2.592 0.153 -1.0 -0.5 -0.5
C -1.788 -1.259 3.085 -0.3 0.1 0.1
C 0.078 0.666 -1.815 0.3 -0.1 -0.6
C 6.297 -0.068 -1.820 -0.2 -0.4 -0.3
C -0.811 -2.241 2.939 0.4 0.1 -0.2
C 0.373 -2.124 -1.744 0.3 0.8 -0.1
H 0.449 -3.212 -1.675 0.0 0.3 -0.1
H -1.046 -3.295 3.149 0.1 0.7 -0.1
H 6.664 3.394 1.407 -0.7 0.3 0.1
H 7.064 0.493 -2.377 -0.3 -0.3 0.2
H 2.591 -0.842 1.022 1.1 0.2 0.9
H 6.806 -0.696 -1.058 -0.3 0.4 -0.5
H 5.379 4.590 0.908 0.1 -0.5 0.3
H 5.092 3.481 2.317 0.2 0.0 -0.6
H -1.395 -2.670 -5.611 0.1 -0.1 -0.2
H 0.082 1.486 2.294 -0.3 0.0 -0.1
H 1.283 1.571 0.647 -0.7 1.7 -1.6
H 5.699 -0.720 -2.482 0.4 0.5 0.3
H 0.182 -2.030 -5.086 0.0 0.0 -0.1
H -2.689 -2.873 -2.161 0.1 0.1 0.0
H -0.046 1.754 -1.790 0.0 -0.4 -0.1
H 1.197 -2.666 2.180 -0.6 0.5 0.5
H -2.786 -1.533 3.410 0.1 0.1 0.0
H 1.921 -1.768 -0.325 -0.1 0.0 -0.1
H -0.220 -3.732 -4.777 0.1 -0.2 -0.2
H -3.073 -3.237 -3.841 -0.1 0.0 -0.1
H -1.915 -4.234 -2.972 0.1 -0.3 0.1
H -1.268 0.336 -3.471 -0.2 -0.1 -0.1
```
Forces are in eV/Å.

- Frontier orbital gap: 0.21603 Eh
- Energy relative to the best compared isomer or geometry (same formula, charge and spin): 55.6 kJ/mol
- Charge: -1
- LUMO level: 1.26 eV

# 2
Formula: C21H9BrCuF5N3OS
Source: OMol25
Level of theory: ωB97M-V/def2-TZVPD

Geometry as XYZ:
```
42
Properties=species:S:1:pos:R:3:forces:R:3
Br 7.135 -1.924 -5.525 0.0 0.0 0.0
Cu -2.206 1.552 2.955 -0.3 -0.4 0.3
S -3.316 -0.049 4.017 -0.3 0.2 -0.1
F -6.811 0.716 0.291 0.0 0.0 0.1
F -4.637 -2.724 3.863 0.0 0.1 0.0
F -6.623 -3.534 2.294 0.0 0.1 0.0
F -4.844 1.566 1.847 0.0 -0.1 0.0
F -7.746 -1.842 0.478 0.0 0.0 0.0
O -0.344 2.293 3.228 0.0 0.1 0.0
N 2.739 0.390 -0.941 -0.6 0.0 0.2
N -1.575 1.404 0.974 0.4 -0.1 -0.1
N 3.985 0.406 -0.852 0.4 -0.2 -0.2
C -1.456 0.380 -1.173 -0.2 0.0 0.0
C 6.125 -1.203 -4.089 -0.1 0.0 0.0
C 2.564 1.382 1.308 0.1 0.1 0.1
C -0.217 1.364 1.043 0.0 0.1 0.2
C -4.618 -0.537 2.942 0.2 0.0 0.2
C 0.583 0.858 0.006 0.0 0.0 -0.1
C 4.765 -0.981 -4.254 0.0 0.0 0.1
C -0.094 0.340 -1.123 0.1 0.0 0.0
C 4.643 -0.152 -1.993 -0.1 0.3 0.3
C -6.265 -0.133 1.180 0.0 0.1 0.0
C -5.140 -1.831 2.996 0.0 -0.3 0.1
C 0.381 1.874 2.288 0.2 0.0 -0.3
C 2.006 0.878 0.132 0.1 -0.1 -0.3
C 1.801 1.864 2.346 -0.1 0.0 0.0
C -6.744 -1.422 1.268 -0.1 0.0 -0.1
C 6.006 -0.370 -1.857 0.2 0.0 0.0
C -5.233 0.286 2.002 -0.1 0.2 -0.2
C -6.172 -2.274 2.190 0.0 -0.1 0.1
C 6.757 -0.900 -2.898 0.0 0.0 0.1
C -2.171 0.937 -0.097 0.0 0.0 0.0
C 4.028 -0.455 -3.205 -0.1 0.0 -0.1
H 0.486 -0.087 -1.929 0.0 0.0 0.0
H 2.261 2.236 3.252 0.0 0.0 0.0
H 2.968 -0.269 -3.318 0.0 0.0 0.0
H -1.995 -0.016 -2.024 0.0 0.0 0.0
H 6.473 -0.119 -0.912 0.0 0.0 0.0
H 7.819 -1.071 -2.782 0.0 0.0 0.0
H -3.252 1.003 -0.117 0.0 0.0 0.0
H 4.289 -1.214 -5.197 0.0 0.0 0.0
H 3.644 1.381 1.383 0.0 0.0 0.0
```
Forces are in eV/Å.

- Frontier orbital gap: 0.23820 Eh
- Energy relative to the best compared isomer or geometry (same formula, charge and spin): 10.3 kJ/mol
- Charge: -1
- LUMO level: 1.93 eV

# 3
Formula: C18H16PtTe
Source: OMol25
Level of theory: ωB97M-V/def2-TZVPD

Geometry as XYZ:
```
36
Properties=species:S:1:pos:R:3:forces:R:3
Pt 0.033 0.539 0.415 0.2 0.1 -0.2
Te -1.326 1.100 2.610 -0.1 0.1 0.3
C -2.245 3.882 3.325 0.3 -0.6 -0.2
C 1.400 -0.220 5.944 -0.2 0.0 -0.1
C -1.056 -0.685 -2.068 0.0 0.1 0.0
C -1.298 -0.284 5.318 0.1 0.1 0.0
C -2.193 5.259 3.468 0.2 0.6 0.1
C 1.704 -1.031 -1.845 -0.1 -0.1 0.0
C -0.924 5.959 3.358 0.3 -0.4 0.0
C 1.171 0.280 -1.635 -0.2 0.1 0.4
C 0.173 3.911 2.807 -0.1 -0.2 -0.1
C -0.510 -1.951 -2.286 0.1 0.0 0.1
C -0.805 -0.869 6.542 -0.2 0.1 0.0
C -0.421 0.319 4.392 -0.2 0.0 0.1
C -0.216 0.467 -1.766 0.0 -0.1 -0.5
C -1.081 3.213 2.981 -0.3 0.0 0.0
C 0.853 -2.132 -2.140 0.1 0.0 0.0
C 0.910 0.381 4.709 0.2 -0.1 0.1
C 0.525 -0.788 6.869 0.2 0.0 0.0
C 0.238 5.265 2.958 -0.3 0.6 0.2
H -3.189 3.364 3.439 0.0 0.0 0.0
H 1.166 5.807 2.829 0.0 0.0 0.0
H -0.864 7.004 3.646 -0.1 0.1 -0.1
H -1.149 -2.781 -2.564 0.0 0.0 0.0
H -3.093 5.835 3.659 0.0 0.0 0.0
H -2.130 -0.541 -2.129 0.0 0.0 -0.1
H -2.371 -0.287 5.154 0.0 -0.1 0.0
H -0.615 1.454 -1.994 0.0 0.0 0.1
H 1.074 3.359 2.566 0.0 0.0 0.0
H 0.907 -1.200 7.795 0.0 -0.1 0.0
H 2.471 -0.264 6.106 0.0 0.1 0.0
H 1.296 -3.114 -2.272 0.0 0.0 -0.1
H 1.845 1.130 -1.602 0.0 0.0 -0.1
H 2.779 -1.172 -1.870 0.0 0.0 0.1
H -1.513 -1.374 7.190 0.0 0.0 0.0
H 1.641 0.869 4.075 0.0 0.0 0.0
```
Forces are in eV/Å.

- Frontier orbital gap (spin up / spin down): 0.34528 / 0.23020 Eh
- ⟨S²⟩: 6.062
- Energy relative to the best compared isomer or geometry (same formula, charge and spin): 21.8 kJ/mol
- Multiplicity: 5
- Charge: +4
- LUMO level (spin up / spin down): -13.04 / -16.28 eV

# 4
Formula: C12H14N3
Source: OMol25
Level of theory: ωB97M-V/def2-TZVPD

Geometry as XYZ:
```
29
Properties=species:S:1:pos:R:3:forces:R:3
N 1.499 3.187 -1.109 -2.1 0.9 2.6
N -1.949 -0.467 1.507 -0.9 0.6 1.0
N -0.342 -1.521 0.088 1.8 -0.6 1.7
C -0.920 -2.548 2.306 -1.3 -1.3 1.4
C -0.395 2.766 0.575 -2.4 -2.1 0.5
C 2.195 2.772 -2.068 -1.8 -4.2 2.4
C -1.377 1.932 1.059 0.5 0.9 0.1
C -0.695 -2.134 -1.196 -1.3 0.3 -0.6
C 0.832 2.286 -0.050 2.4 -1.8 -1.0
C 2.319 1.300 -2.200 -0.9 -1.2 0.7
C 0.821 0.734 -0.366 -4.0 1.5 2.1
C -1.240 0.469 1.026 0.8 -0.1 -1.2
C -1.485 -1.755 1.139 -0.1 0.7 1.5
C 1.665 0.389 -1.384 3.2 0.9 -2.4
C -0.183 -0.069 0.188 2.9 2.5 -1.2
H -0.478 3.798 0.736 -0.2 1.4 0.0
H 1.539 2.337 0.814 0.2 0.1 -0.5
H 0.523 -1.997 0.524 -1.6 0.9 -1.0
H 2.588 3.447 -2.717 1.3 1.8 -1.9
H 2.850 0.861 -3.013 0.6 0.0 -0.4
H -1.433 -2.843 -0.891 -0.5 -0.7 -0.5
H 0.111 -2.778 2.083 0.5 0.0 0.6
H 0.050 -2.664 -1.760 0.8 0.2 0.1
H -2.364 -2.262 0.800 -0.1 -0.5 -1.4
H -1.184 -1.365 -1.796 0.1 -0.2 -0.1
H -1.427 -3.596 2.412 0.8 2.0 -0.1
H -2.304 2.322 1.511 0.8 -0.1 -0.1
H 1.862 -0.648 -1.486 0.2 -0.9 -0.7
H -1.076 -1.954 3.268 0.5 -1.0 -1.3
```
Forces are in eV/Å.

- Frontier orbital gap (spin up / spin down): 0.28099 / 0.28091 Eh
- Energy relative to the best compared isomer or geometry (same formula, charge and spin): 261.0 kJ/mol
- Charge: +1
- LUMO level (spin up / spin down): -4.54 / -4.54 eV

# 5
Formula: C19H29N3OS
Source: OMol25
Level of theory: ωB97M-V/def2-TZVPD

Geometry as XYZ:
```
53
Properties=species:S:1:pos:R:3:forces:R:3
S -4.437 -1.899 0.941 0.3 0.3 -0.3
O 3.883 -2.756 -2.060 0.3 0.4 -0.3
N -2.723 -0.619 -0.518 0.9 0.0 -0.3
N -0.404 -2.029 0.651 -0.1 0.0 0.0
N 1.745 -0.210 0.549 0.0 -0.1 0.0
C -4.081 1.246 -1.359 0.0 0.0 0.0
C 2.440 2.752 -0.124 -0.1 0.1 0.3
C -5.328 1.833 -1.360 0.1 0.1 -0.1
C -6.384 1.281 -0.637 -0.1 -0.1 0.1
C 3.002 1.884 1.007 0.1 -0.2 -0.4
C -4.966 -0.466 0.112 0.3 -0.1 -0.1
C -0.308 -0.952 1.619 0.2 0.1 0.2
C 2.835 -3.353 -1.333 -0.3 -0.1 0.4
C 3.062 0.388 0.678 0.0 0.2 0.3
C 1.159 -0.586 1.819 -0.2 0.0 0.0
C -2.827 -1.647 0.229 -0.8 -0.2 0.4
C -1.725 -2.604 0.560 0.3 -0.3 0.0
C 2.842 4.212 0.086 0.0 -0.3 -0.2
C 2.431 -2.555 -0.092 0.1 0.1 -0.4
C 0.920 2.638 -0.216 0.2 -0.1 -0.3
C -6.216 0.129 0.105 -0.1 0.0 0.0
C 0.152 -1.598 -0.618 0.3 0.2 -0.3
C -3.889 0.083 -0.620 -1.0 0.0 0.3
C 1.639 -1.274 -0.434 -0.1 -0.4 -0.1
H 2.874 2.408 -1.070 0.0 0.0 0.0
H -5.492 2.735 -1.930 0.0 0.1 0.0
H 3.924 4.321 0.086 0.1 0.1 0.0
H 3.591 0.267 -0.270 0.0 -0.1 0.0
H 0.548 3.201 -1.070 -0.1 0.1 -0.1
H 3.219 -4.331 -1.035 -0.1 0.0 0.0
H 0.037 -2.408 -1.341 0.0 0.0 -0.1
H 1.817 -3.183 0.552 0.0 0.0 0.1
H 4.023 2.206 1.225 0.0 0.0 0.1
H -1.960 -3.082 1.517 0.0 0.0 -0.1
H 1.689 -1.434 2.284 0.0 0.0 0.0
H 3.344 -2.288 0.445 0.0 -0.1 0.1
H 2.435 4.836 -0.707 0.0 0.1 -0.1
H 1.962 -3.510 -1.983 0.0 -0.1 0.1
H 1.223 0.267 2.497 0.0 0.0 0.0
H 0.630 1.598 -0.319 -0.1 0.0 0.0
H -0.735 -1.290 2.566 0.0 0.0 0.0
H -0.854 -0.057 1.281 0.0 0.0 0.1
H 3.619 -1.863 -2.309 0.0 -0.1 0.0
H 2.009 -0.856 -1.380 -0.1 0.0 0.0
H -0.369 -0.708 -1.002 0.1 -0.2 0.0
H -3.255 1.662 -1.913 0.1 0.1 -0.1
H -1.701 -3.389 -0.206 -0.1 0.0 0.1
H -7.031 -0.300 0.667 -0.1 0.0 0.0
H 2.460 4.576 1.037 -0.1 0.1 0.1
H 0.459 3.039 0.685 -0.1 0.1 0.2
H 3.658 -0.117 1.458 0.0 -0.1 -0.1
H 2.408 2.043 1.908 0.0 0.1 0.1
H -7.350 1.762 -0.657 -0.1 0.0 0.0
```
Forces are in eV/Å.

- Frontier orbital gap: 0.32649 Eh
- Energy relative to the best compared isomer or geometry (same formula, charge and spin): 174.9 kJ/mol
- LUMO level: 0.67 eV

# 6
Formula: C38H66Br2Cl34F3IN2O3PS
Source: OMol25
Level of theory: ωB97M-V/def2-TZVPD

Geometry as XYZ:
```
151
Properties=species:S:1:pos:R:3:forces:R:3
I 0.447 -0.476 1.029 0.3 0.0 -0.1
Br -3.669 -2.529 -1.988 0.5 -0.4 -0.1
Br -3.828 -4.090 0.945 0.2 -0.3 -0.2
Cl 1.560 -1.909 7.084 0.1 -0.1 0.2
Cl -5.786 -0.566 4.079 -0.1 0.0 0.1
Cl 5.506 -2.321 5.427 -0.1 -0.1 0.0
Cl -3.758 -1.062 2.009 -1.3 0.2 2.1
Cl 0.896 -5.410 3.659 0.0 0.2 -0.1
Cl 1.407 -7.284 -13.275 0.0 0.0 0.0
Cl -2.788 6.456 1.716 -0.2 -0.1 0.0
Cl 2.285 -9.938 5.823 0.0 0.1 -0.1
Cl -1.582 -6.839 4.216 -0.2 0.0 0.0
Cl -1.833 1.120 7.002 -0.4 0.4 0.1
Cl -0.445 -10.987 5.985 0.0 0.0 0.0
Cl -0.719 8.319 2.583 0.1 0.2 0.1
Cl 9.968 -5.981 1.152 0.0 0.0 0.0
Cl 7.163 -5.565 0.423 0.0 0.0 0.0
Cl -4.345 4.394 -2.305 0.0 0.2 -0.1
Cl 4.227 -2.803 2.827 -0.1 0.0 0.0
Cl -6.377 6.720 4.734 -0.1 -0.1 0.1
Cl -0.633 4.779 4.447 0.1 -0.1 0.0
Cl -6.724 9.148 0.631 0.0 0.1 0.0
Cl 5.435 -6.400 3.923 0.1 -0.2 0.0
Cl -4.417 9.902 2.275 -0.8 1.0 -0.3
Cl -10.207 2.284 -2.084 0.0 0.0 0.0
Cl 3.811 -6.436 1.486 -0.1 0.0 0.0
Cl -5.396 1.503 -1.515 0.2 0.0 0.1
Cl -7.265 -0.509 -0.469 0.0 0.0 0.0
Cl -4.497 2.188 6.404 0.0 -0.1 0.0
Cl -3.707 5.687 5.320 -0.1 -0.1 0.2
Cl 0.534 -0.716 4.662 -0.2 0.0 -0.2
Cl -8.316 4.255 -3.134 0.1 0.0 0.0
Cl 2.543 -2.611 -6.288 0.0 0.0 0.0
Cl 1.334 -6.135 -10.582 -0.1 -0.1 -0.1
Cl 2.576 -3.786 -8.968 0.1 0.2 0.1
Cl -5.930 5.623 -0.182 0.0 -0.1 0.0
Cl 1.209 2.600 3.781 0.0 0.0 0.0
S 3.724 0.822 0.691 0.3 -1.0 0.2
P 4.088 2.271 -1.827 1.6 -1.7 -1.6
F -2.686 -1.045 0.007 1.3 0.4 -1.5
F -1.443 -3.002 1.374 0.5 0.1 0.1
F -1.505 -4.335 -0.331 0.3 -0.1 -0.2
O -0.139 4.488 0.226 0.4 0.2 0.0
O 3.183 3.415 -2.605 -0.6 0.3 0.6
O 4.738 3.142 -0.617 -0.9 0.5 0.2
N 0.413 1.621 -0.963 0.6 0.9 -0.1
N 4.998 0.758 -5.527 -0.1 0.3 -0.3
C 4.104 -7.186 3.061 -0.1 -0.1 -0.1
C 2.094 0.023 -1.624 0.6 0.5 -0.9
C -5.603 -0.168 -0.974 -0.2 0.1 -0.1
C -2.356 7.722 2.874 0.3 -0.1 0.3
C -2.139 -3.348 0.294 -1.2 -0.1 0.3
C 4.262 -3.221 4.547 -0.1 0.0 0.1
C -0.869 -5.329 3.645 0.0 0.0 0.1
C 2.589 -3.703 -2.122 0.0 -0.2 0.0
C 2.833 1.192 -0.895 -0.4 2.7 1.3
C 3.816 -3.949 -1.522 -0.6 0.1 -0.2
C -0.534 -0.523 -1.805 -0.3 0.2 0.3
C -0.516 4.715 -1.112 -0.8 -0.1 0.6
C -3.470 0.749 6.446 -0.1 0.0 -0.1
C 3.375 -0.077 -3.898 -0.2 1.4 -0.5
C 2.714 -1.358 -1.574 -0.4 -0.3 0.7
C 0.650 0.129 -1.062 -0.2 -0.4 0.1
C -2.265 -2.127 -0.665 0.0 -0.9 -1.0
C -0.089 2.442 -2.119 -1.5 0.5 0.1
C 0.423 -0.733 6.430 0.2 -0.3 0.0
C -5.048 -1.760 3.011 0.1 0.1 0.2
C -0.944 -1.958 -1.446 0.0 0.0 -0.2
C 1.692 2.216 -0.469 1.1 -1.5 1.1
C 2.052 -2.432 -2.155 -0.2 -0.2 -0.2
C 0.507 5.580 0.880 -0.1 -0.5 0.1
C -5.348 5.286 4.798 0.0 -0.1 -0.1
C 1.878 -5.925 -12.253 0.0 0.0 -0.1
C 3.581 0.792 -5.144 0.7 -0.3 -0.2
C -5.133 5.873 -1.734 -0.1 0.2 0.1
C -5.895 8.935 2.174 -0.2 -0.2 -0.1
C -1.150 3.418 -1.570 0.7 0.1 -1.3
C 0.629 -9.819 5.210 0.0 0.0 0.0
C 4.497 -2.880 -0.983 0.2 -0.7 0.0
C -8.541 2.584 -2.586 -0.1 0.0 0.0
C 3.070 -2.418 -7.970 0.1 0.0 -0.2
C 3.946 -1.616 -1.010 0.5 0.4 0.1
C 8.364 -6.708 1.038 0.0 -0.1 0.0
C 1.055 4.305 4.234 0.0 0.1 0.0
C 2.100 0.368 -3.164 -0.1 -0.6 0.0
H 2.045 -4.516 -2.575 -0.1 -0.1 -0.1
H -8.295 1.916 -3.402 -0.1 0.0 -0.1
H -3.412 0.343 5.444 0.0 0.1 -0.1
H -0.157 -2.541 -0.986 0.2 0.2 0.4
H -4.947 -0.329 -0.129 -0.1 0.0 0.0
H 0.322 5.007 -1.751 0.2 -0.1 0.0
H -1.204 -5.150 2.632 0.0 -0.1 -0.1
H -1.799 3.650 -2.409 -0.2 0.0 0.0
H 8.055 -7.029 2.026 0.0 0.1 0.0
H -3.049 8.547 2.761 0.5 -0.6 0.0
H 2.959 -5.845 -12.256 0.0 -0.1 0.0
H -6.563 9.238 2.971 0.0 0.1 0.0
H 1.488 4.909 3.446 0.0 0.0 0.0
H 3.750 2.036 1.259 -0.2 0.2 -0.4
H 4.151 -2.343 -7.984 0.0 -0.1 0.1
H 0.045 5.650 1.857 0.0 0.2 0.1
H -1.762 2.961 -0.797 -0.2 0.1 0.2
H 1.900 1.419 -3.351 0.0 0.1 0.1
H 5.464 -3.057 -0.541 0.2 0.2 0.1
H -7.886 2.401 -1.744 -0.1 0.1 0.1
H -0.233 1.720 -0.178 -0.3 0.3 -0.3
H -1.254 5.516 -1.187 -0.1 0.2 0.2
H -5.345 -0.826 -1.793 -0.3 0.3 0.1
H 3.205 -7.102 3.660 0.0 0.1 0.0
H 0.689 3.058 -2.543 0.6 -0.3 0.1
H 4.972 4.014 -0.962 0.1 0.1 0.1
H 4.469 -4.281 4.641 0.1 0.2 -0.1
H 3.292 -1.091 -4.261 0.2 -0.3 0.4
H 0.389 6.524 0.358 -0.2 0.1 -0.1
H -5.772 4.581 5.502 0.0 0.1 0.1
H -5.297 4.845 3.809 0.0 0.1 0.0
H -1.114 -2.469 -2.384 0.0 -0.2 -0.2
H -4.383 6.646 -1.621 0.1 0.0 0.1
H 1.571 5.367 0.986 0.2 0.0 0.0
H 1.584 4.468 5.166 0.0 -0.1 0.0
H 1.305 -0.180 -3.662 -0.3 0.0 0.1
H 8.412 -7.554 0.363 0.0 0.1 -0.1
H 4.262 0.084 -3.303 0.2 -0.4 0.3
H 2.625 -1.514 -8.370 -0.1 0.0 0.0
H 0.639 -10.010 4.144 0.0 -0.1 0.0
H -5.821 -2.168 2.370 0.0 0.1 -0.1
H 3.029 0.361 -5.976 -0.3 0.2 -0.1
H -4.605 -2.545 3.612 0.0 0.0 0.1
H 1.113 -2.328 -2.676 0.0 0.2 -0.1
H 1.677 2.193 0.612 -0.5 -0.1 0.2
H 5.091 0.998 -6.507 0.0 -0.1 -0.1
H 4.355 -8.228 2.909 0.1 0.0 0.0
H -5.631 7.889 2.281 0.1 0.0 -0.1
H -0.582 -1.009 6.725 0.2 -0.1 -0.1
H 3.296 -2.984 4.977 0.0 0.1 0.0
H 3.314 3.343 -3.555 0.2 0.0 -0.1
H 1.858 3.263 -0.682 -0.4 0.0 -0.8
H -5.876 6.173 -2.463 -0.1 -0.1 0.0
H -1.398 0.117 -1.633 -0.1 0.1 0.1
H -1.187 -4.522 4.295 0.1 0.0 0.1
H -3.914 0.028 7.121 0.0 0.1 0.1
H 5.496 1.500 -5.049 0.1 -0.2 0.3
H 3.251 1.824 -4.983 -0.3 0.0 0.0
H -0.537 1.889 -2.936 0.1 -0.7 0.3
H 4.545 -0.825 -0.589 0.0 0.0 -0.1
H 4.180 -4.963 -1.502 0.3 -0.1 0.1
H -0.386 -0.479 -2.876 0.2 0.0 -0.1
H 1.432 -5.020 -12.649 -0.1 0.0 0.0
H 0.259 -8.821 5.409 0.0 0.0 0.1
H -2.413 7.315 3.876 0.2 -0.1 -0.1
H 0.669 0.255 6.802 0.1 -0.1 -0.1
```
Forces are in eV/Å.

- Frontier orbital gap: 0.30587 Eh
- Charge: +1
- LUMO level: -2.65 eV

Table of electronic energy (eV), in record order: -53737.2556, -167547.7382, -29414.2628, -17131.3052, -37526.8891, -651816.8630